# 1
13
Properties=species:S:1:pos:R:3:lowdin_charge:R:1 method="wB97M-V/def2-TZVPD" orbital_gap_ev=9.876 smiles="NC(=O)CCS"
N -0.149 -2.308 1.293 0.15
C -0.195 -0.949 1.213 -0.55
O 0.010 -0.232 2.167 0.06
C -0.642 -0.383 -0.120 -0.19
C -0.189 1.065 -0.305 -0.55
S 0.499 1.401 -1.965 0.69
H -0.071 -2.693 2.222 0.11
H -0.653 -2.862 0.621 0.10
H -0.334 -1.073 -0.865 0.08
H -1.726 -0.404 -0.257 0.12
H 0.455 1.426 0.488 0.07
H -1.053 1.720 -0.218 0.06
H 1.765 1.100 -1.650 -0.15

***

# 2
20
Properties=species:S:1:pos:R:3:lowdin_charge:R:1 method="wB97M-V/def2-TZVPD" orbital_gap_ev=10.056 smiles="CC(C)CP(O)C(=O)O"
C -1.608 0.790 -0.582 -0.10
C -0.545 -0.305 -0.543 -0.54
C -0.912 -1.502 0.410 -0.07
C 0.787 0.320 -0.178 -0.29
P 2.239 -0.855 -0.733 1.02
O 2.233 -1.802 0.581 -0.31
C 3.118 0.527 0.076 -0.75
O 3.538 0.496 1.199 0.06
O 3.339 1.600 -0.685 0.06
H -1.133 1.654 -1.229 0.12
H -2.552 0.270 -0.911 0.09
H -1.679 1.028 0.490 0.07
H -0.564 -0.798 -1.605 0.14
H -1.434 -2.143 -0.335 0.08
H -0.106 -2.041 0.867 0.04
H -1.666 -1.026 1.158 0.10
H 1.077 1.108 -0.812 0.05
H 1.068 0.336 0.911 0.12
H 2.762 -1.439 1.240 0.00
H 4.002 2.229 -0.403 0.12

***

# 3
5
Properties=species:S:1:pos:R:3:lowdin_charge:R:1 method="wB97M-V/def2-TZVPD" orbital_gap_ev="10.263 / 10.788"
C -0.408 -1.826 -1.376 -0.44
O -0.461 -1.445 -2.640 0.11
O -1.572 -2.027 -1.964 0.12
F 0.356 -2.810 -0.965 0.14
H 0.856 0.185 0.553 0.07

***

# 4
60
Properties=species:S:1:pos:R:3:lowdin_charge:R:1 method="wB97M-V/def2-TZVPD" orbital_gap_ev="5.298 / 6.960" spin_multiplicity=5 total_charge=+1 s_squared=6.073
C -1.388 3.224 -3.539 -0.05
C -1.202 1.933 -3.055 -0.22
C 0.122 1.480 -2.794 -0.17
C 1.213 2.276 -3.204 -0.16
C 0.992 3.586 -3.659 -0.02
C -0.301 4.066 -3.803 -0.07
C 2.569 1.745 -3.183 -0.13
C 2.653 0.294 -3.074 -0.16
C 1.526 -0.464 -2.687 -0.18
C 1.545 -1.876 -2.861 -0.22
C 2.745 -2.493 -3.195 -0.05
C 3.909 -1.747 -3.418 -0.07
C 3.854 -0.361 -3.387 -0.02
H -2.404 3.578 -3.712 0.12
H 1.859 4.199 -3.916 0.12
H -0.472 5.089 -4.136 0.11
H 3.157 2.118 -4.032 0.14
H 2.771 -3.580 -3.288 0.12
H 4.849 -2.254 -3.635 0.11
H 4.729 0.248 -3.626 0.12
N 0.394 0.225 -2.218 -0.08
Mn -0.532 -0.371 -0.741 0.40
C -2.406 1.024 -2.849 -0.27
H -2.305 0.101 -3.444 0.10
H -3.333 1.538 -3.140 0.10
C 0.282 -2.716 -2.715 -0.27
H -0.507 -2.365 -3.402 0.10
H 0.497 -3.774 -2.922 0.10
P -2.614 0.494 -1.097 0.80
P -0.424 -2.634 -1.025 0.81
C 0.777 -3.505 0.022 -0.23
H 0.531 -3.341 1.081 0.04
H 0.756 -4.583 -0.192 0.06
H 1.791 -3.120 -0.158 0.06
C -1.940 -3.616 -0.976 -0.24
H -1.727 -4.652 -1.273 0.06
H -2.324 -3.608 0.054 0.05
H -2.702 -3.193 -1.643 0.03
C -3.020 2.023 -0.203 -0.23
H -4.052 2.337 -0.414 0.06
H -2.911 1.847 0.876 0.04
H -2.332 2.828 -0.492 0.06
C -4.092 -0.551 -1.014 -0.24
H -4.322 -0.763 0.040 0.05
H -4.945 -0.028 -1.468 0.06
H -3.933 -1.505 -1.534 0.03
H 3.372 2.413 -2.169 0.01
H 3.854 2.760 -1.613 0.11
N 3.668 -0.547 4.149 0.19
C 2.592 -0.562 3.685 -0.15
C 1.258 -0.605 3.128 -0.19
C 0.166 -0.926 3.942 0.02
C -1.095 -1.004 3.370 -0.02
C -1.244 -0.767 2.012 -0.11
N -0.178 -0.446 1.234 -0.08
C 1.064 -0.358 1.769 -0.03
H 0.325 -1.111 5.004 0.14
H -1.976 -1.251 3.955 0.12
H -2.205 -0.825 1.499 0.09
H 1.881 -0.108 1.086 0.15

***

# 5
24
Properties=species:S:1:pos:R:3:lowdin_charge:R:1 method="wB97M-V/def2-TZVPD" orbital_gap_ev=9.699 smiles=C[C@H](O)c1c(O)c(O)cc[n+]1C total_charge=+1
C 1.400 -0.184 -2.126 -0.01
C 0.565 -1.087 -1.274 -0.39
O -0.513 -1.764 -1.814 0.03
C 0.016 -0.260 -0.080 -0.01
C -1.128 0.470 -0.379 -0.18
O -1.570 0.607 -1.621 0.09
C -1.859 1.040 0.724 -0.21
O -3.024 1.600 0.370 0.10
C -1.193 1.006 1.943 0.04
C -0.024 0.332 2.181 -0.04
N 0.568 -0.234 1.184 -0.05
C 1.860 -0.868 1.382 0.01
H 0.636 0.606 -2.576 0.14
H 1.753 -0.668 -3.019 0.09
H 2.330 0.193 -1.746 0.08
H 1.257 -1.787 -0.781 0.14
H -1.031 -1.056 -2.253 0.10
H -2.357 1.267 -1.570 0.20
H -3.382 2.069 1.240 0.22
H -1.645 1.268 2.939 0.15
H 0.520 0.448 3.111 0.16
H 1.992 -2.039 1.471 0.17
H 2.484 -0.639 0.531 0.09
H 2.345 -0.319 2.168 0.10

***

# 6
8
Properties=species:S:1:pos:R:3:lowdin_charge:R:1 method="wB97M-V/def2-TZVPD" orbital_gap_ev=7.284 total_charge=-1
C -1.908 2.246 0.239 -0.05
N -1.601 1.095 -0.070 -0.31
N -0.974 0.077 -0.132 -0.40
O 1.136 -1.648 0.476 -0.13
S -1.888 -1.497 0.079 0.12
H 0.184 -1.889 0.552 -0.13
H 1.230 -1.088 1.162 -0.07
H -2.233 2.971 -0.459 -0.04

***

# 7
93
Properties=species:S:1:pos:R:3:lowdin_charge:R:1 method="wB97M-V/def2-TZVPD" orbital_gap_ev="6.678 / 6.193" spin_multiplicity=2 total_charge=+2 s_squared=0.762
Re -0.408 0.334 -0.357 1.25
S -3.685 -4.379 -3.332 1.11
C -2.636 -3.368 -2.387 -0.47
C -2.526 -3.389 -0.994 -0.01
C -1.725 -2.479 -0.352 -0.09
N -1.027 -1.531 -1.014 -0.14
C -1.054 -1.571 -2.374 -0.12
C -1.809 -2.462 -3.077 -0.05
C -4.975 -4.774 -2.169 -0.52
C -4.830 -5.778 -1.222 -0.09
C -5.875 -5.976 -0.328 -0.12
N -7.009 -5.284 -0.361 0.09
C -7.156 -4.374 -1.318 -0.11
C -6.166 -4.071 -2.246 -0.07
H -3.069 -4.107 -0.397 0.12
H -1.625 -2.504 0.718 0.06
H -0.446 -0.840 -2.898 0.10
H -1.782 -2.446 -4.158 0.13
H -3.956 -6.416 -1.197 0.12
H -5.795 -6.732 0.444 0.12
H -8.107 -3.855 -1.347 0.12
H -6.323 -3.313 -3.001 0.11
C 3.236 0.302 3.618 -0.17
Si 4.320 0.930 2.234 0.40
C 5.182 2.519 2.646 -0.16
C 5.485 -0.384 1.614 -0.18
C 3.137 1.327 0.782 -0.49
Te 2.141 -0.427 0.106 1.41
C 3.015 -0.742 -1.808 -0.53
Si 3.318 0.599 -3.127 0.43
C 1.772 0.671 -4.177 -0.16
C 3.782 2.281 -2.466 -0.18
C 4.763 -0.043 -4.101 -0.17
H 3.833 -0.056 4.459 0.05
H 2.612 -0.534 3.288 0.00
H 2.582 1.093 3.995 0.03
H 5.847 2.391 3.502 0.05
H 4.471 3.309 2.895 0.04
H 5.790 2.863 1.807 0.04
H 6.226 -0.639 2.374 0.05
H 6.033 -0.041 0.732 0.04
H 4.964 -1.310 1.356 0.02
H 3.684 1.704 -0.079 -0.02
H 2.370 2.052 1.061 0.00
H 2.365 -1.506 -2.247 0.01
H 3.962 -1.241 -1.588 0.01
H 0.867 0.831 -3.583 -0.01
H 1.652 -0.257 -4.741 0.05
H 1.827 1.484 -4.904 0.05
H 3.066 2.685 -1.754 0.00
H 3.865 2.959 -3.320 0.05
H 4.763 2.263 -1.988 0.05
H 4.580 -1.039 -4.507 0.05
H 5.657 -0.095 -3.475 0.04
H 4.991 0.618 -4.940 0.05
N 0.536 3.854 -2.646 0.25
C -0.250 2.883 -2.202 -0.43
O 0.245 2.046 -1.326 -0.24
C -1.592 2.801 -2.686 -0.16
C -2.220 1.820 -1.965 -0.09
N -2.221 0.989 -1.151 0.06
C -2.084 3.614 -3.733 -0.19
N -2.394 4.290 -4.610 0.20
H 1.483 3.935 -2.316 0.11
H 0.183 4.539 -3.297 0.14
C -0.071 -2.283 2.481 -0.20
Si -1.177 -0.782 2.750 0.45
C -1.011 -0.451 4.568 -0.16
C -2.985 -0.999 2.318 -0.17
C -0.452 0.645 1.622 -0.54
Si -1.218 2.420 2.154 0.48
C -1.096 2.635 3.996 -0.17
C -2.992 2.574 1.630 -0.16
C -0.069 3.708 1.434 -0.16
H -0.596 -3.209 2.731 0.06
H 0.764 -2.204 3.182 0.04
H 0.357 -2.399 1.486 -0.03
H -1.137 -1.420 5.060 0.06
H -1.774 0.214 4.962 0.03
H -0.033 -0.062 4.854 0.04
H -3.312 -2.032 2.455 0.05
H -3.239 -0.689 1.303 0.02
H -3.582 -0.390 3.001 0.04
H 0.592 0.723 1.982 -0.05
H -1.892 2.128 4.536 0.03
H -1.202 3.705 4.195 0.06
H -0.139 2.314 4.411 0.04
H -3.638 2.017 2.311 0.04
H -3.191 2.221 0.623 0.00
H -3.293 3.624 1.681 0.05
H 0.816 3.793 2.069 0.04
H -0.556 4.686 1.419 0.05
H 0.267 3.492 0.425 -0.01

***

# 8
43
Properties=species:S:1:pos:R:3:lowdin_charge:R:1 method="wB97M-V/def2-TZVPD" orbital_gap_ev=8.716 smiles="CCOc1c(Cl)cc(CNc2ccc(S(N)(=O)=O)cc2)cc1OC"
C 4.638 0.577 3.022 -0.06
C 4.406 1.470 1.809 -0.24
O 3.025 1.724 1.575 -0.07
C 2.264 0.646 1.216 -0.24
C 2.295 0.094 -0.059 -0.56
Cl 3.354 0.755 -1.254 0.74
C 1.471 -0.964 -0.416 -0.07
C 0.584 -1.484 0.508 -0.20
C -0.382 -2.585 0.129 -0.14
N -1.735 -2.087 -0.012 0.03
C -2.149 -1.274 -1.038 -0.25
C -1.507 -1.235 -2.282 -0.01
C -2.007 -0.450 -3.301 -0.06
C -3.148 0.302 -3.098 -0.31
S -3.756 1.350 -4.404 0.60
N -2.926 2.791 -4.192 -0.07
O -5.137 1.644 -4.173 -0.30
O -3.337 0.828 -5.668 -0.30
C -3.806 0.272 -1.883 -0.06
C -3.311 -0.507 -0.860 -0.01
C 0.526 -0.939 1.786 0.03
C 1.355 0.110 2.154 -0.19
O 1.378 0.688 3.379 -0.07
C 0.468 0.246 4.356 -0.07
H 4.128 0.990 3.888 0.08
H 4.255 -0.425 2.837 0.08
H 5.703 0.512 3.229 0.08
H 4.873 1.026 0.922 0.09
H 4.832 2.461 1.976 0.13
H 1.536 -1.365 -1.414 0.10
H -0.074 -3.057 -0.804 0.12
H -0.400 -3.352 0.907 0.13
H -2.196 -1.896 0.866 0.13
H -0.625 -1.826 -2.459 0.10
H -1.533 -0.421 -4.269 0.12
H -3.154 3.264 -3.334 0.07
H -1.936 2.712 -4.348 0.07
H -4.705 0.856 -1.764 0.11
H -3.822 -0.540 0.091 0.11
H -0.168 -1.358 2.499 0.11
H -0.569 0.386 4.033 0.10
H 0.633 -0.805 4.615 0.10
H 0.656 0.865 5.232 0.10

***

Asked for energy relative to the best compared isomer or geometry (same formula, charge and spin) across the records above, the calculation gives 25.36, 127.40, 917.68, 19.59, 0.00, 68.55, 63.81, 30.05 kJ/mol in order.
Asked for DFT total energy across the records above, the calculation gives -17597.667, -20793.696, -7856.975, -80755.873, -16115.288, -16946.377, -92155.078, -51427.428 eV in order.